Formula: C5H39NO15
Source: OMol25
Level of theory: wB97M-V/def2-TZVPD

Atoms and positions in Å:
O 3.1060 1.0813 1.8906
H 3.9762 -2.2083 2.6798
H -0.3132 -1.7291 -0.9355
O -2.5380 -4.3289 -1.2330
H 0.9172 3.1733 2.3660
H -2.5174 -2.5322 -2.1406
H -2.6975 -0.3045 -2.3427
H -1.6075 2.7712 -3.5922
H -0.1455 2.6684 -3.7214
O -2.1978 1.7974 -0.3781
O 1.4738 -0.6791 -3.6201
O 0.0787 2.5047 -1.9777
H -0.9845 -0.0140 0.9872
H 0.1053 -4.2520 -1.5295
H -0.2854 -0.7438 2.3079
H -2.9271 1.2108 -0.9650
O 0.5869 4.0587 2.4022
H 1.2501 4.6100 0.2431
H 0.8382 -1.4558 -3.5599
H 3.0382 -1.2865 -0.6407
H -0.0103 4.8404 -0.3352
H 0.5795 -1.0609 0.8337
H 0.6666 3.2540 -1.8252
C -1.8361 -2.8480 1.9243
H 3.7251 0.3548 2.3518
O 1.0616 0.3056 -0.4603
O -0.9944 2.6474 3.9853
C -0.4906 -0.9543 1.2717
O -1.1983 -0.5057 -2.8753
C -0.9916 -2.6408 -0.4822
O 4.0674 -1.2282 2.3793
H -0.5991 1.9158 4.4222
O 3.6448 -1.6881 -0.1339
H 2.8232 0.6830 1.0041
H -2.5316 2.0061 0.5141
H -0.4961 -4.6586 0.0633
H -2.3865 -3.7660 1.5957
H 4.1748 -1.2969 1.3982
O 0.7973 4.3098 -0.5768
O 1.1505 1.1163 4.0695
N -1.3824 -2.0573 0.8048
C -2.1794 -3.1396 -1.2549
H -2.7082 -2.2708 2.4861
H 3.8431 -2.5418 -0.6366
H -3.1024 -0.8090 -0.9173
H 0.9593 1.0877 0.1903
H -0.2681 3.9421 2.9916
H -0.6269 2.5909 -1.2527
H -1.0278 -0.0546 -2.0434
O -3.3126 -0.1028 -1.5278
H 1.1085 0.1274 -3.9226
H 0.9841 -3.6848 -0.0731
C 0.0048 -3.8584 -0.4689
H 0.9836 0.8272 -1.2429
H -1.1230 0.2156 -3.5046
H -1.2470 -3.1907 2.6673
H 1.6735 1.6581 4.6455
H -1.9038 2.3042 3.8641
H 1.8804 0.9488 3.3550
O -0.8990 2.1765 -4.1138

Its HOMO energy is -8.467 eV. The value obtained for the electronic energy is -1397.08248 a.u.